The following is a DFT calculation (ωB97M-V/def2-TZVPD) of 11 unconnected molecules or ions with the total composition C4H30N2O11S.

Calculated values
Orbital gap (eV): 8.893
Lowest unoccupied orbital energy (eV): 0.05

Geometry as ORCA input:
```
! wB97M-V def2-TZVPD RIJCOSX def2/J DEFGRID3
* xyz 0 1
C 1.60 -2.18 1.38
C 0.40 -1.72 0.41
C -0.94 -1.86 1.12
S -1.33 -3.62 1.62
N 0.54 -0.27 0.24
C 1.01 0.32 -0.94
N 0.71 1.69 -1.03
O 1.61 -0.33 -1.76
H 1.47 -1.71 2.42
H 1.61 -3.30 1.51
H 2.49 -1.76 1.15
H 0.49 -2.36 -0.48
H -1.82 -1.48 0.58
H -0.94 -1.36 2.07
H -1.63 -4.27 0.46
H 0.08 0.34 0.93
H 0.11 2.17 -0.36
H 0.93 2.22 -1.85
O 1.19 -1.08 -4.25
H 2.00 -1.51 -4.25
H 1.06 -0.81 -3.34
O -1.53 1.39 -3.88
H -0.52 1.51 -3.95
H -1.63 0.81 -4.65
O 1.14 1.61 -3.88
H 2.02 1.95 -4.21
H 1.38 0.69 -3.95
O -1.18 0.05 3.75
H -2.05 0.33 3.98
H -0.93 -0.58 4.46
O 4.14 -1.88 -0.58
H 3.36 -1.34 -0.32
H 4.20 -2.07 -1.50
O -0.56 3.21 3.28
H -0.92 2.57 3.98
H 0.39 3.29 3.29
O -3.66 1.32 0.98
H -3.79 0.40 0.69
H -4.32 1.56 0.36
O -0.98 1.78 1.11
H -0.96 2.13 2.08
H -1.92 1.98 0.86
O -2.41 0.81 -1.44
H -1.62 0.93 -0.89
H -1.93 1.08 -2.28
O 2.14 2.33 2.49
H 1.91 2.32 1.59
H 2.38 3.21 2.81
*
```

Listed below, in e, are the Mulliken charges computed for each atom: C -1.40; C 0.31; C -0.42; S -0.26; N 0.53; C 0.18; N -0.11; O -0.75; H 0.22; H 0.35; H 0.44; H 0.36; H 0.31; H -0.10; H 0.13; H 0.01; H 0.24; H 0.24; O -0.71; H 0.29; H 0.45; O -0.71; H 0.46; H 0.31; O -0.75; H 0.30; H 0.32; O -0.60; H 0.31; H 0.26; O -0.69; H 0.40; H 0.29; O -0.68; H 0.33; H 0.32; O -0.61; H 0.29; H 0.28; O -0.54; H 0.14; H 0.28; O -0.71; H 0.35; H 0.38; O -0.67; H 0.34; H 0.30

---

The following is a DFT calculation (ωB97M-V/def2-TZVPD) of 2 unconnected molecules or ions with the total composition C4H12NS.

Calculated values
Orbital gap (eV): 8.792
Lowest unoccupied orbital energy (eV): -3.54

Geometry as ORCA input:
```
! wB97M-V def2-TZVPD RIJCOSX def2/J DEFGRID3
* xyz 1 1
C -0.37 -1.82 0.66
C 1.15 -1.91 0.71
S 1.89 -0.74 -0.48
H -0.78 -1.79 -0.35
H -0.73 -0.97 1.25
H -0.80 -2.68 1.17
H 1.48 -1.67 1.72
H 1.47 -2.92 0.47
H 3.17 -1.05 -0.24
C -0.47 1.78 -1.11
C 0.44 2.36 -0.37
N -1.71 1.28 -0.44
H -0.46 1.52 -2.16
H 1.43 2.57 -0.73
H 0.25 2.60 0.67
H -1.65 0.26 -0.38
H -1.72 1.60 0.53
H -2.57 1.57 -0.91
*
```

Listed below, in e, are the Mulliken charges computed for each atom: C -1.07; C -0.35; S -0.24; H 0.33; H 0.19; H 0.35; H 0.34; H 0.35; H 0.14; C 0.03; C -0.67; N -0.25; H 0.39; H 0.30; H 0.19; H 0.20; H 0.38; H 0.37

---

The following is a DFT calculation (ωB97M-V/def2-TZVPD) of C4H8N2 in the gas phase.

Calculated values
Orbital gap (eV): 9.355
Lowest unoccupied orbital energy (eV): 0.92

Geometry as ORCA input:
```
! wB97M-V def2-TZVPD RIJCOSX def2/J DEFGRID3
* xyz 0 1
H -0.96 -1.39 -1.66
N -0.36 -0.91 -2.32
C 0.54 -0.19 -1.82
N 0.93 0.05 -0.52
C 0.18 0.20 0.65
C 0.74 0.78 1.71
C -1.25 -0.25 0.65
H 1.22 0.27 -2.54
H 1.83 0.51 -0.44
H 0.20 0.92 2.62
H 1.76 1.12 1.70
H -1.74 0.09 1.56
H -1.78 0.15 -0.21
H -1.31 -1.34 0.62
*
```

Listed below, in e, are the Mulliken charges computed for each atom: H 0.27; N -0.66; C 0.05; N -0.25; C 1.13; C -1.12; C -1.50; H 0.31; H 0.20; H 0.25; H 0.26; H 0.32; H 0.40; H 0.33

---

The following is a DFT calculation (ωB97M-V/def2-TZVPD) of a molecular structure, C4H2N3P.

Calculated values
Orbital gap (eV): 8.067
Lowest unoccupied orbital energy (eV): -2.09

Geometry as ORCA input:
```
! wB97M-V def2-TZVPD RIJCOSX def2/J DEFGRID3
* xyz 0 1
C -1.52 0.09 -0.04
C 0.17 1.46 -0.43
C -0.44 -0.60 0.33
C 0.75 0.17 0.01
N -1.10 1.40 -0.45
N 0.27 -2.29 0.76
N 1.90 -0.37 0.01
P 1.79 -2.05 0.55
H -2.56 -0.16 -0.06
H 0.72 2.35 -0.68
*
```

Listed below, in e, are the Mulliken charges computed for each atom: C -0.53; C -0.35; C 0.39; C 0.85; N -0.47; N -0.33; N -0.57; P 0.19; H 0.42; H 0.41

---

The following is a DFT calculation (ωB97M-V/def2-TZVPD) of a molecular structure, C22H35NO2OsP2S2.

Calculated values
Orbital gap (spin up / spin down) (eV): 4.447 / 5.182
Lowest unoccupied orbital energy (spin up / spin down) (eV): -7.96 / -8.46
⟨S²⟩: 6.031

Geometry as ORCA input:
```
! wB97M-V def2-TZVPD RIJCOSX def2/J DEFGRID3
* xyz 2 5
P -1.89 1.18 -2.63
P -0.09 -1.17 -1.40
C -0.41 0.52 -3.60
C -0.32 -0.97 -3.31
H 0.50 1.05 -3.26
H -0.47 0.74 -4.67
H -1.34 -1.40 -3.25
H 0.40 -1.60 -3.84
C 1.85 -1.32 -1.83
H 2.57 -1.38 -1.00
H 2.18 -0.50 -2.48
H 2.03 -2.23 -2.43
C -0.05 -3.03 -1.15
H 0.44 -3.53 -2.01
H -1.12 -3.28 -1.05
H 0.47 -3.30 -0.22
C -1.79 2.97 -2.50
H -2.59 3.28 -1.79
H -2.04 3.47 -3.46
H -0.80 3.30 -2.12
C -3.39 0.75 -3.53
H -3.17 0.22 -4.46
H -4.08 1.60 -3.60
H -3.78 -0.04 -2.89
Os -2.15 -0.36 -1.27
C 4.87 -1.55 1.34
C 5.55 -0.53 0.75
C 5.10 0.36 -0.36
C 3.70 1.03 -0.45
C 2.52 0.87 0.53
C 2.06 -0.15 1.29
C 2.44 -1.45 1.94
C 3.87 -1.34 2.46
C -4.34 -0.64 -0.97
H 5.21 -2.60 1.24
H 6.62 -0.43 0.99
H 5.27 -0.16 -1.33
H 5.80 1.20 -0.38
H 3.91 2.11 -0.48
H 3.43 0.84 -1.50
H 2.06 1.90 0.51
H 0.94 -0.21 1.15
H 2.40 -2.33 1.27
H 1.74 -1.66 2.76
H 3.98 -0.33 2.88
H 4.03 -2.10 3.26
H -4.62 -0.98 0.04
H -4.51 -1.50 -1.63
H -5.06 0.17 -1.22
O -1.19 -1.99 2.08
S -2.40 -1.22 2.15
O -3.66 -1.88 2.34
N -2.41 -0.12 0.74
C -2.89 1.09 1.08
S -3.63 1.88 -0.21
C -2.73 1.38 2.49
C -2.58 2.64 3.10
C -2.14 2.69 4.42
C -1.89 1.52 5.13
C -1.99 0.25 4.52
C -2.43 0.20 3.21
H -2.74 3.54 2.50
H -1.94 3.66 4.90
H -1.61 1.55 6.19
H -1.69 -0.69 4.99
*
```

Listed below, in e, are the Mulliken charges computed for each atom: P 0.90; P 0.77; C -0.79; C -1.25; H 0.30; H 0.57; H 0.51; H 0.63; C -1.38; H 0.12; H 0.39; H 0.56; C -1.31; H 0.43; H 0.44; H 0.28; C -1.10; H 0.41; H 0.41; H 0.34; C -1.23; H 0.33; H 0.36; H 0.39; Os 0.27; C -0.18; C -0.27; C -0.74; C -0.71; C -0.12; C 0.09; C -0.13; C -0.79; C -1.71; H 0.42; H 0.47; H 0.37; H 0.45; H 0.56; H 0.11; H 0.25; H -0.09; H 0.12; H 0.41; H 0.42; H 0.45; H 0.32; H 0.54; H 0.50; O -0.55; S 1.12; O -0.63; N -0.44; C 0.77; S -0.28; C 0.21; C -0.58; C -0.59; C -0.53; C -0.66; C 0.26; H 0.47; H 0.41; H 0.42; H 0.48

---

The following is a DFT calculation (ωB97M-V/def2-TZVPD) of a molecular structure, C5H9NO.

Calculated values
Orbital gap (eV): 10.001
Lowest unoccupied orbital energy (eV): 0.71

Geometry as ORCA input:
```
! wB97M-V def2-TZVPD RIJCOSX def2/J DEFGRID3
* xyz 0 1
C -0.36 -1.07 1.50
C 0.15 0.20 0.03
C -0.08 1.52 0.73
C 1.05 0.27 -1.34
N -0.03 -0.49 -2.00
C -0.76 -0.61 -0.83
O -1.64 -1.37 -0.52
H -1.45 -1.27 1.70
H 0.03 -0.46 2.29
H 0.09 -2.06 1.37
H 0.63 1.63 1.56
H -1.08 1.50 1.15
H 0.03 2.42 0.11
H 1.13 1.28 -1.81
H 2.03 -0.20 -1.40
H 0.13 -1.30 -2.58
*
```

Listed below, in e, are the Mulliken charges computed for each atom: C -1.06; C 0.88; C -1.46; C -0.52; N -0.29; C 0.17; O -0.61; H 0.32; H 0.40; H 0.35; H 0.33; H 0.35; H 0.40; H 0.23; H 0.26; H 0.27

---

Number 1: largest force on an atom 0.0830 hartree/bohr. Number 2: largest force on an atom 0.0129 hartree/bohr. Number 3: largest force on an atom 0.0184 hartree/bohr. Number 4: largest force on an atom 0.0919 hartree/bohr. Number 5: largest force on an atom 0.1565 hartree/bohr. Number 6: largest force on an atom 0.0342 hartree/bohr.